a.
Below is an isolated molecule of C4H8N4, with properties calculated with ωB97M-V/def2-TZVPD.

XYZ file:
```
16
C4H8N4 ωB97M-V/def2-TZVPD
H -0.997 1.706 -2.119
N -0.424 1.139 -1.436
C -0.906 1.159 -0.257
N -2.015 1.865 0.172
C -0.151 0.590 0.862
C 0.669 -0.485 1.021
C 1.289 -1.490 0.110
N 1.020 -1.400 -1.245
N 1.973 -2.502 0.566
H 1.754 -2.460 1.597
H -2.464 1.435 1.005
H -2.613 2.305 -0.527
H -0.387 1.172 1.715
H 1.065 -0.518 2.025
H 1.478 -1.997 -1.861
H 0.710 -0.519 -1.628
```

## Properties
SMILES = [H]/N=C(N)/C=C\C(N)=N/[H]
Lowest unoccupied orbital energy = 0.007 hartree
Frontier orbital gap = 8.947 eV
Net charge = 0
Molar mass = 112.14 g/mol

=====

b.
Below is a structure of composition C4H8N4, with properties calculated with ωB97M-V/def2-TZVPD.

XYZ file:
```
16
C4H8N4 ωB97M-V/def2-TZVPD
C -0.751 -1.251 0.932
C 1.043 -0.296 -0.244
C 0.264 0.766 0.008
C -0.961 -0.123 0.001
N 2.395 -0.611 -0.284
N 0.395 2.151 0.144
N -2.186 0.199 -0.602
N -0.050 -1.274 -0.353
H 2.952 0.102 -0.738
H 2.545 -1.518 -0.704
H -0.394 2.550 0.636
H 1.268 2.415 0.583
H -2.038 0.617 -1.515
H -2.772 -0.621 -0.703
H -0.171 -1.115 1.838
H -1.538 -1.992 1.002
```

## Properties
Lowest unoccupied orbital energy = 0.038 hartree
Frontier orbital gap = 7.942 eV
Net charge = 0
Molar mass = 112.14 g/mol

=====

c.
Below is an isolated molecule of C4H8N4, with properties calculated with ωB97M-V/def2-TZVPD.

XYZ file:
```
16
C4H8N4 ωB97M-V/def2-TZVPD
H -0.281 2.803 0.020
N -1.061 2.143 0.134
C -0.495 1.003 -0.136
N 0.894 0.787 -0.033
N 1.452 -0.437 -0.133
C 2.770 -0.494 0.102
C -1.421 -0.199 -0.344
C -1.559 -1.219 0.776
N -0.988 -1.554 -0.585
H 1.517 1.585 0.228
H 3.102 -1.559 0.019
H 3.393 0.307 0.517
H -2.292 0.127 -0.958
H -0.846 -1.023 1.557
H -2.454 -1.777 0.926
H 0.012 -1.577 -0.375
```

## Properties
SMILES = [H]/N=C(\NN=C)[C@@H]1CN1
Lowest unoccupied orbital energy = 0.019 hartree
Frontier orbital gap = 9.561 eV
Net charge = 0
Molar mass = 112.14 g/mol

=====

Which one sits at the top of the stability order? a does.

=====

a.
Below is an isolated molecule of C4H8N4, with properties calculated with ωB97M-V/def2-TZVPD.

XYZ file:
```
16
C4H8N4 ωB97M-V/def2-TZVPD
H -2.241 -1.468 -0.076
N -1.309 -1.093 0.063
C -1.103 0.034 -0.484
N -1.970 0.745 -1.262
N 0.150 0.654 -0.409
C 0.943 0.625 0.742
C 0.996 1.064 1.974
C 1.439 -0.144 -0.375
N 1.465 -1.547 -0.333
H -1.724 1.684 -1.525
H -2.953 0.500 -1.262
H 1.852 0.858 2.594
H 0.195 1.642 2.404
H 2.182 0.288 -1.040
H 0.703 -1.889 0.247
H 1.374 -1.951 -1.259
```

## Properties
SMILES = [H]/N=C(\N)N1C(=C)[C@H]1N
Lowest unoccupied orbital energy = 0.034 hartree
Frontier orbital gap = 9.593 eV
Net charge = 0
Molar mass = 112.14 g/mol

=====

b.
Below is a structure of composition C4H8N4, with properties calculated with ωB97M-V/def2-TZVPD.

XYZ file:
```
16
C4H8N4 ωB97M-V/def2-TZVPD
C 0.777 -1.919 1.782
C 0.517 -0.035 0.282
C -1.627 1.412 0.061
C 0.850 0.459 -2.534
H 1.877 -1.966 1.480
H 0.429 -3.002 1.737
H 0.827 -1.406 2.970
H 1.652 -0.052 -0.234
H -1.887 2.277 -0.634
H -3.317 1.634 1.186
H 0.661 0.665 -3.869
H 1.868 -0.193 -2.056
N -0.005 -1.028 0.833
N -0.273 1.031 -0.326
N -2.305 1.198 1.049
N -0.043 0.925 -1.729
```

## Properties
Lowest unoccupied orbital energy = 0.031 hartree
Frontier orbital gap = 9.636 eV
Net charge = 0
Molar mass = 112.14 g/mol

=====

c.
Below is an isolated molecule of C4H8N4, with properties calculated with ωB97M-V/def2-TZVPD.

XYZ file:
```
16
C4H8N4 ωB97M-V/def2-TZVPD
C -2.478 1.486 0.312
N -1.309 1.116 0.630
N -1.359 -0.361 0.761
C -0.377 -0.919 1.666
C -0.091 -0.957 0.172
C 1.025 -0.289 -0.432
N 1.700 -0.829 -1.370
N 2.737 -0.217 -1.862
H -2.602 2.590 0.136
H -3.383 0.874 0.417
H -0.613 -1.790 2.237
H 0.282 -0.262 2.185
H -0.322 -1.924 -0.328
H 1.299 0.799 -0.123
H 2.881 0.783 -1.524
H 2.610 -0.103 -2.877
```

## Properties
SMILES = C=NN1C[C@@H]1/C=N/N
Lowest unoccupied orbital energy = 0.043 hartree
Frontier orbital gap = 9.614 eV
Net charge = 0
Molar mass = 112.14 g/mol

=====

Which one sits at the top of the stability order? a does.

=====

a.
Below is an isolated molecule of C4H8N4, with properties calculated with ωB97M-V/def2-TZVPD.

XYZ file:
```
16
C4H8N4 ωB97M-V/def2-TZVPD
C 1.720 0.863 -0.038
N 0.682 -0.218 0.073
C 0.915 -1.649 0.015
C -0.677 0.187 -0.076
N -1.003 1.548 -0.165
N -1.533 -0.784 -0.258
C -2.882 -0.396 -0.107
N -3.985 -0.130 0.129
H 2.310 0.976 0.914
H 1.273 1.726 -0.530
H 2.487 0.380 -0.811
H 1.375 -1.952 -0.854
H 1.620 -1.958 0.834
H 0.042 -2.211 0.125
H -0.408 2.042 0.576
H -1.934 1.577 0.173
```

## Properties
SMILES = CN(C)/C(N)=N/C#N
Lowest unoccupied orbital energy = 0.019 hartree
Frontier orbital gap = 9.647 eV
Net charge = 0
Molar mass = 112.14 g/mol

=====

b.
Below is a structure of composition C4H8N4, with properties calculated with ωB97M-V/def2-TZVPD.

XYZ file:
```
16
C4H8N4 ωB97M-V/def2-TZVPD
C -1.201 0.403 -0.229
C -0.701 1.654 0.052
C 0.749 1.617 -0.132
C 0.937 0.285 -0.046
H -1.959 -1.537 0.884
H -3.379 0.616 0.247
H -1.186 2.539 0.023
H 1.253 2.585 0.120
H 3.210 0.266 -0.325
H 1.970 -1.223 0.903
H -0.538 -2.219 -1.222
H 1.274 -1.849 0.377
N -2.267 -0.455 -0.199
N 2.142 -0.476 -0.205
N -0.148 -0.418 -0.325
N -0.158 -1.788 0.076
```

## Properties
Lowest unoccupied orbital energy = -0.033 hartree
Frontier orbital gap = 6.231 eV
Net charge = 0
Molar mass = 112.14 g/mol

=====

c.
Below is an isolated molecule of C4H8N4, with properties calculated with ωB97M-V/def2-TZVPD.

XYZ file:
```
16
C4H8N4 ωB97M-V/def2-TZVPD
C -1.375 -0.260 0.799
C -1.008 -1.435 0.371
N 0.130 -1.648 -0.411
N 0.743 -0.609 -1.118
C 1.631 0.310 -0.467
C 1.021 1.101 0.677
N -0.323 1.796 0.044
N -1.282 0.993 0.176
H -2.214 -0.259 1.606
H -1.478 -2.426 0.793
H 0.523 -2.495 -0.698
H 0.115 -0.019 -1.645
H 2.561 -0.353 -0.185
H 1.842 0.974 -1.403
H 1.499 2.052 0.823
H 0.658 0.508 1.591
```

## Properties
SMILES = C1=C\NNCC\N=N/1
Lowest unoccupied orbital energy = 0.026 hartree
Frontier orbital gap = 8.522 eV
Net charge = 0
Molar mass = 112.14 g/mol

=====

Which one sits at the top of the stability order? a does.

=====

a.
Below is a cluster of 5 separate species, C3H15N2O2 in total, with properties calculated with ωB97M-V/def2-TZVPD.

XYZ file:
```
22
C3H15N2O2 ωB97M-V/def2-TZVPD
C -1.133 0.700 -0.889
C -2.600 0.277 -1.206
C -1.478 -0.403 -2.041
N -1.496 -1.657 0.507
N -2.043 0.168 2.403
H -1.107 1.790 -1.113
H -0.747 0.217 -0.078
H -2.884 -0.405 -0.345
H -3.283 1.174 -1.507
H -0.906 -1.223 -1.736
H -1.551 -0.067 -3.064
H -1.973 -0.563 1.670
H -2.279 -2.275 0.427
H -1.054 -1.978 1.361
H -2.915 0.338 2.800
H -1.370 0.090 3.101
H 6.064 2.301 -1.094
H 5.248 1.587 -0.086
O 5.169 2.013 -0.913
H 3.480 -0.409 0.124
H 4.602 -1.278 0.963
O 4.254 -0.397 0.716
```

## Properties
Lowest unoccupied orbital energy = -0.352 hartree
Frontier orbital gap = 3.411 eV
Net charge = +1
Molar mass = 111.16 g/mol

=====

b.
Below is a cluster of 3 separate species, C3H15N2O2 in total, with properties calculated with ωB97M-V/def2-TZVPD.

XYZ file:
```
22
C3H15N2O2 ωB97M-V/def2-TZVPD
N 0.014 0.688 0.617
C 0.568 -0.539 -0.123
C 1.723 -0.094 -1.041
C -0.548 -1.304 -0.825
N -0.346 -2.722 -0.737
H 0.527 1.566 0.534
H -0.143 0.456 1.615
H -0.906 0.908 0.238
H 1.042 -1.066 0.687
H 1.531 0.903 -1.437
H 1.922 -0.817 -1.815
H 2.599 0.064 -0.423
H -1.523 -1.061 -0.391
H -0.665 -0.941 -1.857
H -1.122 -3.327 -0.549
H 0.368 -3.164 -1.286
H -1.494 -0.677 3.264
H -0.960 0.833 3.639
O -1.326 0.227 2.991
H 0.017 3.333 -1.694
H -1.044 3.612 -0.618
O -0.233 3.121 -0.789
```

## Properties
Lowest unoccupied orbital energy = -0.107 hartree
Frontier orbital gap = 9.736 eV
Net charge = +1
Molar mass = 111.16 g/mol

=====

c.
Below is a cluster of 3 separate species, C3H15N2O2 in total, with properties calculated with ωB97M-V/def2-TZVPD.

XYZ file:
```
22
C3H15N2O2 ωB97M-V/def2-TZVPD
C 0.447 0.669 -0.301
C -0.553 1.373 -1.217
C -1.079 2.732 -0.695
N -2.078 2.428 0.414
N -0.266 -0.039 0.756
H 1.167 1.437 0.076
H 1.275 0.181 -0.824
H -1.452 0.720 -1.147
H -0.089 1.575 -2.198
H -0.323 3.423 -0.222
H -1.717 3.123 -1.479
H -2.992 2.763 0.160
H -1.775 2.818 1.295
H -1.235 -0.440 0.591
H 0.197 -0.942 1.053
H -0.222 0.458 1.647
H 0.684 -3.015 2.311
H 1.558 -2.525 1.052
O 0.866 -2.291 1.686
H 1.601 -4.357 -1.208
H 2.508 -3.257 -1.787
O 2.173 -3.623 -0.961
```

## Properties
Lowest unoccupied orbital energy = -0.107 hartree
Frontier orbital gap = 10.006 eV
Net charge = +1
Molar mass = 111.16 g/mol

=====

Which one sits at the top of the stability order? b does.

=====

a.
Below is a cluster of 7 separate species, C4H20NO8 in total, with properties calculated with ωB97M-V/def2-TZVPD.

XYZ file:
```
33
C4H20NO8 ωB97M-V/def2-TZVPD
C -3.072 -0.513 -0.586
C -2.085 -0.970 0.537
C -0.802 -1.494 -0.097
C 0.079 -0.311 -0.508
O 0.692 0.276 0.442
O 0.094 0.095 -1.691
N -2.777 -2.046 1.287
H -2.529 -0.350 -1.556
H -3.483 0.498 -0.286
H -3.904 -1.155 -0.792
H -1.980 -0.150 1.292
H -0.384 -2.295 0.595
H -0.977 -2.169 -0.928
H -3.289 -2.688 0.717
H -2.275 -2.547 1.995
H 2.030 -1.824 -3.098
H 0.735 -1.206 -2.587
O 1.201 -2.080 -2.647
H 3.371 0.529 1.489
H 3.918 -0.790 1.048
O 3.914 -0.203 1.809
H 0.947 1.915 0.815
H -0.060 3.166 0.855
O 0.561 2.659 1.378
H -0.553 1.433 2.723
H 0.279 0.232 2.906
O -0.586 0.557 3.185
H 1.780 2.612 -2.389
H 0.405 1.859 -1.912
O 0.874 2.423 -2.643
H 2.703 2.292 -0.496
H 2.182 0.868 -0.340
O 2.994 1.378 -0.514
```

## Properties
Lowest unoccupied orbital energy = 0.118 hartree
Frontier orbital gap = 9.171 eV
Net charge = -1
Molar mass = 210.20 g/mol

=====

b.
Below is a cluster of 7 separate species, C4H20NO8 in total, with properties calculated with ωB97M-V/def2-TZVPD.

XYZ file:
```
33
C4H20NO8 ωB97M-V/def2-TZVPD
C 2.249 1.015 0.129
C 1.996 0.552 -1.306
C 2.842 -0.656 -1.619
O 3.670 -0.653 -2.505
N 1.113 1.815 0.635
C -0.024 0.990 1.159
O 0.321 0.059 2.091
H 3.134 1.670 0.185
H 2.478 0.199 0.790
H 2.105 1.356 -2.021
H 0.925 0.234 -1.446
H 2.733 -1.545 -0.975
H 1.443 2.420 1.369
H -0.707 1.704 1.633
H -0.477 0.471 0.300
H 0.947 -1.033 1.513
H 1.376 -2.552 1.772
O 1.317 -1.952 1.048
H -1.194 -0.719 2.147
H -1.872 -1.741 1.201
O -2.111 -1.108 1.925
H -0.179 -2.378 0.232
H -1.183 -1.904 -0.882
O -1.077 -2.499 -0.135
H -2.836 0.131 1.122
H -3.285 1.605 1.392
O -3.220 0.959 0.695
H -2.384 1.506 -0.715
H -1.003 2.046 -1.158
O -1.861 1.754 -1.520
H -1.564 0.114 -2.044
H -2.273 -1.049 -2.671
O -1.398 -0.811 -2.338
```

## Properties
Lowest unoccupied orbital energy = 0.122 hartree
Frontier orbital gap = 8.585 eV
Net charge = -1
Molar mass = 210.20 g/mol

=====

Which one sits at the top of the stability order? a does.

=====

a.
Below is an isolated molecule of C6H6, with properties calculated with ωB97M-V/def2-TZVPD.

XYZ file:
```
12
C6H6 ωB97M-V/def2-TZVPD
C -2.909 2.365 0.033
C -1.736 1.873 -0.051
C 0.595 -0.894 -0.912
C 1.069 -0.886 0.515
C -0.558 1.367 0.297
C -0.293 -0.397 0.178
H 1.139 -0.194 -1.472
H 0.103 -1.816 -1.373
H 1.434 -1.932 0.955
H 1.854 -0.240 0.728
H 0.365 1.836 0.622
H -1.062 -1.083 0.479
```

## Properties
Lowest unoccupied orbital energy = -0.054 hartree
Frontier orbital gap = 8.234 eV
Net charge = 0
Molar mass = 78.11 g/mol

=====

b.
Below is an isolated molecule of C6H6, with properties calculated with ωB97M-V/def2-TZVPD.

XYZ file:
```
12
C6H6 ωB97M-V/def2-TZVPD
C -0.339 -0.979 1.242
C 0.664 0.088 0.787
C 0.607 0.313 -0.670
C 0.641 -0.047 -1.885
C -0.584 0.297 -2.824
C -0.548 1.064 -1.714
H -0.235 -1.164 2.315
H -1.366 -0.659 1.044
H -0.165 -1.917 0.707
H 1.688 -0.230 1.015
H 0.504 1.030 1.322
H -0.535 2.150 -1.685
```

## Properties
Lowest unoccupied orbital energy = -0.008 hartree
Frontier orbital gap = 8.484 eV
Net charge = 0
Molar mass = 78.11 g/mol

=====

Which one sits at the top of the stability order? a does.